C24H24Br39NO5S as an isolated structure at a distorted geometry. Source: the OMol25 dataset; level of theory: ωB97M-V with the def2-TZVPD basis set.

```
94
C24H24Br39NO5S ωB97M-V with the def2-TZVPD basis set
C -0.35 3.64 -0.28
C -0.43 2.29 -0.94
C -0.01 2.06 -2.24
C -0.04 0.80 -2.81
C -0.50 -0.27 -2.05
C -0.51 -1.68 -2.60
C 0.40 -2.56 -1.76
O 1.06 -3.61 -2.53
C 2.11 -3.19 -3.18
N 2.86 -2.86 -3.98
C -0.23 -3.29 -0.56
O 0.23 -2.69 0.71
S 1.73 -2.19 0.32
O 2.56 -3.34 0.39
O 2.18 -1.11 1.12
O 1.47 -1.81 -1.18
C -0.96 -0.05 -0.76
C -0.92 1.21 -0.20
H 0.70 3.93 -0.22
H -0.67 3.53 0.76
H -0.91 4.41 -0.80
H 0.37 2.91 -2.80
H 0.31 0.66 -3.83
H -0.05 -1.67 -3.59
H -1.52 -2.10 -2.63
H -1.30 -3.07 -0.56
H -0.02 -4.34 -0.47
H -1.33 -0.87 -0.16
H -1.28 1.37 0.81
C -4.09 5.18 2.15
Br -2.89 6.64 1.75
Br -5.89 5.58 1.59
Br -3.48 3.51 1.41
H -4.10 5.07 3.22
C -0.04 3.54 4.58
Br -1.46 4.55 5.41
Br -0.69 1.91 3.80
Br 0.93 4.60 3.31
H 0.65 3.27 5.37
C 0.61 1.80 -7.54
Br 1.17 0.93 -5.91
Br -1.08 2.70 -7.31
Br 1.97 2.98 -8.21
H 0.46 1.03 -8.27
C 2.10 7.39 0.19
Br 2.85 8.18 -1.39
Br 0.25 7.86 0.45
Br 2.33 5.48 0.21
H 2.64 7.79 1.03
C -2.26 -6.51 1.97
Br -1.16 -4.97 1.63
Br -4.08 -6.16 1.47
Br -1.56 -8.10 1.14
H -2.25 -6.68 3.04
C 5.99 3.12 -9.19
Br 6.08 3.56 -7.32
Br 5.32 1.34 -9.47
Br 4.97 4.43 -10.18
H 6.99 3.15 -9.58
C -0.06 -1.39 5.34
Br -1.15 -2.72 6.21
Br 1.66 -1.24 6.18
Br 0.08 -1.71 3.45
H -0.56 -0.44 5.47
C 4.26 2.63 2.79
Br 3.15 1.32 3.65
Br 5.99 2.76 3.61
Br 4.39 2.30 0.89
H 3.77 3.59 2.91
C 3.28 -1.63 10.08
Br 3.91 -0.90 11.74
Br 1.37 -1.51 9.95
Br 4.18 -0.81 8.58
H 3.54 -2.67 10.07
C 5.62 2.29 -13.84
Br 4.48 0.94 -13.08
Br 7.29 2.42 -12.89
Br 5.90 2.00 -15.73
H 5.12 3.24 -13.73
C -0.14 -6.92 5.90
Br 0.54 -6.24 7.56
Br -2.06 -6.70 5.80
Br 0.75 -6.14 4.38
H 0.06 -7.98 5.88
C -5.70 -2.63 3.16
Br -6.90 -3.86 4.04
Br -3.91 -2.75 3.86
Br -5.73 -2.87 1.25
H -6.06 -1.63 3.36
C -10.36 -3.96 1.99
Br -9.67 -3.19 0.36
Br -12.11 -3.28 2.40
Br -10.34 -5.88 1.93
H -9.70 -3.66 2.78
```

Properties
HOMO energy   -0.3388 Eh
LUMO level   -0.3 eV
Charge   0
DFT total energy   -102144.3972 Ha

---

C45H51BN9NaO2S2 as an isolated structure. Source: the OMol25 dataset; level of theory: ωB97M-V with the def2-TZVPD basis set.

```
111
C45H51BN9NaO2S2 ωB97M-V with the def2-TZVPD basis set
Na 0.67 -1.02 0.79
C 6.70 -0.80 0.92
C 5.61 -0.72 -0.10
C 5.71 -0.63 -1.47
C 4.38 -0.58 -1.92
N 3.54 -0.64 -0.90
N 4.29 -0.72 0.21
B 3.65 -0.81 1.61
N 2.94 -2.20 1.74
N 2.35 -2.78 0.67
C 2.03 -4.02 1.02
C 2.41 -4.26 2.35
C 2.97 -3.07 2.78
C 3.45 -2.74 4.15
C 1.38 -4.92 0.06
C 1.10 -6.24 0.39
C 0.47 -7.09 -0.51
C 0.10 -6.62 -1.76
C 0.38 -5.30 -2.10
C 1.01 -4.46 -1.20
N 2.77 0.44 1.89
N 2.15 1.13 0.88
C 1.74 2.28 1.41
C 2.07 2.34 2.77
C 2.73 1.17 3.04
C 3.22 0.68 4.35
C 1.09 3.31 0.58
C 1.16 3.26 -0.81
C 0.56 4.24 -1.58
C -0.12 5.30 -0.97
C -0.20 5.35 0.41
C 0.40 4.36 1.18
C 3.85 -0.45 -3.29
C 2.49 -0.19 -3.50
C 1.99 -0.06 -4.78
C 2.82 -0.20 -5.88
C 4.17 -0.47 -5.69
C 4.68 -0.59 -4.40
H 7.67 -0.78 0.41
H 6.63 -1.71 1.51
H 6.66 0.04 1.62
H 6.63 -0.59 -2.04
H 4.53 -0.81 2.43
H 2.27 -5.14 2.95
H 3.66 -3.67 4.69
H 2.67 -2.20 4.67
H 4.36 -2.13 4.13
H 1.39 -6.61 1.37
H 0.26 -8.12 -0.22
H -0.39 -7.28 -2.47
H 0.10 -4.92 -3.08
H 1.21 -3.43 -1.46
H 1.86 3.13 3.47
H 3.23 1.51 5.06
H 4.22 0.26 4.29
H 2.54 -0.09 4.73
H 1.68 2.43 -1.27
H 0.61 4.18 -2.66
H -0.62 6.04 -1.58
H -0.76 6.14 0.89
H 0.30 4.40 2.26
H 1.85 -0.07 -2.63
H 0.93 0.15 -4.91
H 2.42 -0.10 -6.88
H 4.83 -0.58 -6.54
H 5.73 -0.81 -4.26
S -0.15 -1.29 3.62
C -6.24 2.24 2.14
C -5.00 1.78 1.38
C -5.16 2.04 -0.12
N -4.02 1.58 -0.91
C -2.72 1.90 -0.68
S -1.50 0.82 -1.14
N -2.44 3.09 -0.16
C -3.27 4.28 0.02
O -3.34 4.75 1.18
C -3.86 4.84 -1.14
C -3.63 4.38 -2.47
C -4.24 4.99 -3.54
C -5.11 6.08 -3.38
C -5.34 6.55 -2.08
C -4.74 5.96 -0.99
H -6.13 2.07 3.22
H -7.14 1.71 1.81
H -6.41 3.31 1.99
H -4.81 0.72 1.55
H -4.13 2.33 1.75
H -5.33 3.10 -0.30
H -6.03 1.50 -0.50
H -4.09 0.65 -1.29
H -1.47 3.21 0.11
H -2.95 3.56 -2.65
H -4.04 4.61 -4.54
H -5.59 6.54 -4.23
H -6.00 7.39 -1.92
H -4.91 6.33 0.01
C -1.36 -4.22 2.35
N -2.37 -3.72 1.42
C -3.74 -4.16 1.63
C -2.04 -2.87 0.43
C -3.16 -2.40 -0.47
O -0.88 -2.48 0.25
H -1.68 -4.03 3.37
H -0.44 -3.67 2.18
H -1.19 -5.29 2.19
H -3.78 -4.72 2.56
H -4.09 -4.82 0.82
H -4.43 -3.32 1.72
H -3.65 -3.25 -0.95
H -2.73 -1.73 -1.21
H -3.90 -1.85 0.11
```

Properties
HOMO energy (spin up / spin down)   -0.0847 / -0.0051 Eh
Energy relative to the best compared isomer or geometry (same formula, charge and spin)   0.0 kJ/mol
LUMO level (spin up / spin down)   3.5 / 3.5 eV
Charge   -2
DFT total energy   -3372.4133 Ha

---

A 6-piece molecular cluster, C40H43N2O10 overall. Source: the OMol25 dataset; level of theory: ωB97M-V with the def2-TZVPD basis set.

```
95
C40H43N2O10 ωB97M-V with the def2-TZVPD basis set
N -0.22 1.01 -2.41
C -1.08 -0.12 -2.02
C -1.20 -1.18 -3.13
C -0.30 -2.42 -3.02
C 1.22 -2.20 -2.92
C 1.67 -1.68 -1.54
C 3.08 -2.10 -1.07
C 2.94 -2.95 0.21
C 4.20 -3.18 1.05
N 5.28 -2.17 0.74
C 4.70 -0.82 0.46
C 4.02 -0.88 -0.90
H 0.32 0.76 -3.24
H 0.45 1.22 -1.69
H -0.71 -0.59 -1.10
H -2.07 0.28 -1.78
H -1.05 -0.67 -4.09
H -2.23 -1.55 -3.16
H -0.62 -3.04 -2.17
H -0.49 -3.02 -3.91
H 1.56 -1.54 -3.73
H 1.72 -3.16 -3.09
H 0.93 -1.98 -0.79
H 1.66 -0.59 -1.55
H 3.50 -2.75 -1.86
H 2.17 -2.49 0.85
H 2.55 -3.93 -0.08
H 3.99 -3.07 2.11
H 4.63 -4.18 0.90
H 5.92 -2.13 1.54
H 5.83 -2.48 -0.06
H 5.50 -0.08 0.46
H 3.99 -0.59 1.26
H 3.46 0.05 -1.02
H 4.80 -0.89 -1.67
C 1.68 5.03 0.18
C 1.92 3.74 -0.09
C 1.15 2.67 0.58
O 1.36 1.49 0.33
C 0.11 3.06 1.56
C -0.13 4.34 1.83
C 0.64 5.43 1.16
O 0.42 6.59 1.41
H 2.22 5.83 -0.30
H 2.67 3.43 -0.81
H -0.44 2.25 2.02
H -0.89 4.66 2.54
C -5.14 -1.49 -0.69
C -3.90 -1.95 -0.55
C -3.56 -3.36 -0.86
O -2.42 -3.77 -0.73
C -4.65 -4.25 -1.34
C -5.89 -3.79 -1.48
C -6.23 -2.37 -1.17
O -7.36 -1.96 -1.30
H -5.41 -0.46 -0.48
H -3.08 -1.34 -0.20
H -4.38 -5.27 -1.55
H -6.71 -4.41 -1.82
C 8.64 3.53 1.77
C 9.93 3.26 1.94
C 10.51 1.95 1.52
O 11.68 1.70 1.68
C 9.59 0.95 0.91
C 8.30 1.24 0.75
C 7.72 2.54 1.16
O 6.54 2.76 1.01
H 8.19 4.48 2.06
H 10.62 3.97 2.38
H 10.03 0.01 0.62
H 7.60 0.55 0.30
C -9.10 -2.68 2.59
C -8.02 -3.05 1.92
C -6.95 -3.85 2.55
O -5.95 -4.18 1.93
C -7.13 -4.24 3.97
C -8.22 -3.88 4.65
C -9.29 -3.07 4.01
O -10.28 -2.74 4.63
H -9.90 -2.09 2.15
H -7.86 -2.78 0.88
H -6.34 -4.83 4.41
H -8.38 -4.15 5.69
C -3.65 4.96 0.20
C -3.35 5.94 -0.65
C -2.51 5.70 -1.85
O -2.23 6.59 -2.61
C -2.04 4.31 -2.09
C -2.34 3.33 -1.24
C -3.17 3.57 -0.04
O -3.43 2.67 0.73
H -4.25 5.11 1.08
H -3.68 6.96 -0.50
H -1.43 4.14 -2.97
H -1.99 2.31 -1.40
```

Properties
HOMO energy   -0.4200 Eh
LUMO level   -3.8 eV
Charge   +1
DFT total energy   -2411.5222 Ha